Entry 1:
Entry from the OMol25 dataset: a 14-piece molecular cluster, C5H40N2O14 overall in a non-equilibrium geometry (wB97M-V/def2-TZVPD).

The geometry in XYZ format:
```
61
Properties=species:S:1:pos:R:3:forces:R:3:nbo_charge:R:1
C 3.05375 -0.12733 -1.38497 0.48 0.04 0.70 -0.62
C 1.90498 0.18750 -0.41346 -2.38 0.14 -1.29 -0.05
C 1.16060 1.47199 -0.86495 0.40 0.29 -0.70 -0.44
C 1.45499 2.63075 0.04483 0.93 1.15 1.23 -0.05
O 0.51428 3.68981 0.06175 -0.64 0.10 -0.48 -0.74
N 0.83760 -0.92457 -0.40001 2.28 1.05 0.07 -0.72
C 0.90408 -1.57753 0.89478 -1.39 -1.39 1.00 -0.04
N 0.01030 -1.01044 1.88150 -0.36 0.08 -1.23 -0.87
H 3.63662 -1.04083 -1.19138 -0.49 0.09 0.30 0.22
H 2.66182 -0.21682 -2.39681 0.09 0.26 -0.03 0.20
H 3.80144 0.68171 -1.35764 -0.34 -0.05 -0.16 0.21
H 2.18959 0.46831 0.60326 0.49 -0.89 0.04 0.19
H 1.43181 1.68778 -1.90755 -0.13 0.22 0.25 0.21
H 0.07170 1.37626 -0.84268 0.05 -0.44 0.01 0.22
H 2.44189 3.12069 -0.08081 -0.33 -0.32 -0.58 0.17
H 1.54302 2.31518 1.09296 -0.23 -0.63 0.03 0.14
H -0.35399 3.39952 -0.27084 0.43 0.17 0.00 0.48
H -0.10199 -0.55892 -0.63628 0.66 -0.09 0.90 0.42
H 0.46430 -2.56778 0.70371 0.78 -0.23 0.54 0.17
H 1.95490 -1.63345 1.31800 -0.74 -0.20 -1.20 0.15
H -0.25336 -1.51295 2.70499 0.45 -0.24 0.04 0.39
H 0.15188 -0.04201 2.03147 0.04 0.73 0.43 0.35
H -2.56781 -0.44664 -0.13317 0.20 -0.21 0.12 0.49
H -2.43677 0.99678 -0.35211 0.28 -0.11 -0.18 0.49
O -2.07933 0.30189 0.23642 -0.50 0.51 -0.32 -0.98
H -2.70642 4.86235 0.09508 0.05 0.31 -0.03 0.48
H -2.59014 3.39891 0.31595 -0.07 -0.23 0.03 0.48
O -2.48900 4.05581 -0.38121 0.00 0.16 0.37 -0.96
H -0.59471 3.50704 -3.76121 -0.32 -0.01 1.00 0.48
H -0.34567 2.07940 -3.69019 -0.17 -0.52 0.61 0.49
O -0.65899 2.78279 -3.10094 0.92 0.73 -1.80 -0.94
H 1.69574 -0.22902 4.33527 0.29 -0.48 -0.13 0.46
H 0.47761 0.47730 4.68300 -0.62 -0.31 -0.03 0.49
O 0.78044 -0.43744 4.54696 0.43 0.87 0.48 -0.95
H -2.01596 -1.86046 -2.17469 -0.13 -0.25 0.52 0.49
H -2.53964 -1.01565 -3.23073 -0.60 0.42 0.40 0.47
O -2.75420 -1.24142 -2.30847 0.62 -0.24 -0.85 -0.97
H 1.03667 -5.82991 0.12209 -0.67 0.01 0.86 0.50
H 0.94344 -4.74702 1.41181 -1.17 -0.48 0.18 0.50
O 1.36007 -5.08199 0.62799 1.72 0.63 -1.18 -1.00
H 1.60910 -4.30711 3.22746 -0.38 0.07 0.09 0.47
H 1.38197 -2.95761 3.80855 -0.35 0.38 0.06 0.48
O 0.90427 -3.64347 3.32953 0.81 -0.60 -0.04 -0.95
H 0.12810 -2.52640 -1.40966 -0.28 -0.48 -0.32 0.51
H -0.56046 -3.87873 -2.02752 0.37 -0.12 0.45 0.50
O -0.53474 -2.92096 -2.02731 -0.20 0.40 0.12 -1.01
H -3.57431 2.50852 -1.63630 0.06 0.74 -0.04 0.48
H -2.06038 2.48522 -2.19799 -1.02 0.02 0.10 0.51
O -2.87019 1.97078 -1.98165 0.38 -1.07 -0.10 -0.99
H 1.44840 -1.43530 -2.88466 -0.48 -0.43 -0.07 0.47
H 0.51663 -2.45136 -3.62500 0.04 0.26 0.49 0.49
O 1.14721 -1.73325 -3.75401 0.59 0.37 -0.66 -0.98
H 1.84614 -4.07461 -1.43821 0.55 0.26 -0.45 0.49
H 2.57362 -4.04151 -2.89616 -0.31 0.51 0.47 0.49
O 2.19930 -4.57521 -2.18836 -0.20 -0.83 0.09 -0.98
H -1.40338 4.58711 2.48416 0.30 0.14 -0.02 0.48
H -2.34771 4.06828 3.57110 0.06 0.05 0.20 0.48
O -2.31738 4.60221 2.77438 -0.26 -0.06 -0.30 -0.95
H -1.72298 1.74647 4.27440 -0.27 -0.13 -0.29 0.48
H -0.89250 2.51026 3.19413 -0.22 -0.31 -0.14 0.48
O -0.85782 2.09640 4.06048 0.55 0.21 0.41 -0.96
```
Forces are in eV/Å.

Summary:
- E_HOMO: -8.205 eV
- Energy relative to the best compared isomer or geometry (same formula, charge and spin): 116.0 kcal per mole
- Lowest unoccupied orbital energy: 0.0045 Ha
- Max |F|: 2.7 eV/A


Entry 2:
Entry from the OMol25 dataset: a 16-piece molecular cluster, C5H41NO15 overall in a non-equilibrium geometry (wB97M-V/def2-TZVPD).

The geometry in XYZ format:
```
62
Properties=species:S:1:pos:R:3:forces:R:3:nbo_charge:R:1
C 0.13867 0.12662 0.07233 -1.53 -1.98 0.33 -0.67
C 1.04246 -0.85015 -0.70609 -0.98 1.56 -0.85 -0.04
C 1.54952 -0.13845 -1.96473 0.43 -0.61 -0.57 -0.46
C 2.24224 1.15066 -1.63268 1.05 0.09 -1.36 -0.14
C 1.88495 2.35557 -2.02658 -1.41 1.39 -1.37 -0.44
N 0.44000 -2.14561 -1.01383 1.04 0.02 0.80 -0.87
H -0.38899 -0.40117 0.88142 0.05 -0.25 -0.21 0.20
H 0.75235 0.81951 0.63702 -2.35 -0.67 -1.80 0.24
H -0.68780 0.47383 -0.54705 0.27 0.59 -0.27 0.20
H 1.90284 -0.94949 -0.04923 -0.13 -0.20 -0.98 0.15
H 0.88194 -0.05466 -2.82950 -0.98 0.51 0.78 0.23
H 2.26310 -0.79840 -2.47855 0.56 0.07 0.57 0.21
H 3.23753 1.02679 -1.21774 -0.03 -0.01 0.11 0.19
H 2.37926 3.31856 -2.11045 1.23 -0.42 1.06 0.20
H 0.93101 2.64871 -2.47457 -0.26 -1.26 -0.06 0.20
H -0.02915 -2.46085 -0.17081 -0.16 -0.32 -0.75 0.36
H -0.21764 -2.13840 -1.78172 -0.23 0.26 0.06 0.40
H -2.42746 -2.95413 0.28983 -0.20 -0.48 0.07 0.48
H -2.26975 -1.63267 0.92350 -0.58 0.07 0.56 0.50
O -2.44281 -2.56383 1.17436 0.57 0.26 -0.68 -0.99
H -0.79147 -2.97017 2.76850 0.33 -0.20 0.40 0.49
H -0.29533 -2.78281 1.46275 0.04 -0.27 -0.50 0.48
O 0.06954 -3.01942 2.31822 -0.69 0.26 0.75 -0.95
H 0.51470 -4.78482 0.39180 -0.08 0.07 -0.21 0.48
H -0.85609 -4.96471 0.96519 -0.12 0.02 -0.10 0.48
O -0.41761 -4.70415 0.14586 0.12 -0.32 0.18 -0.95
H -1.90950 3.63506 1.65218 -0.28 0.09 -0.47 0.49
H -1.57490 4.98149 1.10307 -0.18 0.10 -0.10 0.46
O -2.33282 4.40964 1.25039 -0.58 0.37 0.56 -0.96
H 1.38726 1.76427 3.47594 -0.13 -0.09 0.12 0.48
H 0.09003 1.70800 4.30429 0.16 -0.03 -0.01 0.48
O 0.71608 2.31785 3.89593 0.08 0.02 0.25 -0.95
H 2.78560 1.88032 1.32129 0.34 0.51 -0.12 0.48
H 2.01071 0.59071 1.32232 0.26 -0.12 0.32 0.52
O 2.02877 1.47710 0.88253 2.79 0.85 2.17 -0.98
H -2.97758 -0.95322 -1.33614 -0.21 -0.02 0.26 0.47
H -2.76206 -0.88479 -2.80477 0.15 0.25 -0.22 0.49
O -2.97664 -1.51883 -2.11421 0.04 -0.46 0.29 -0.97
H 2.74420 -3.00238 -2.87795 -0.03 0.02 -0.10 0.48
H 2.17739 -3.20903 -1.48258 -0.67 -0.14 -0.64 0.48
O 2.96981 -3.37059 -2.02138 0.31 -0.12 0.36 -0.97
H 3.86199 -3.21740 0.52509 0.17 0.11 0.66 0.50
H 2.79491 -2.51439 -0.13190 -0.01 0.21 0.14 0.48
O 3.14163 -2.61521 0.76869 0.86 -1.28 -1.46 -0.95
H 1.04351 -1.53137 2.33465 0.13 -0.32 -0.01 0.51
H 2.21870 -1.46126 1.30067 0.08 -0.38 1.42 0.49
O 1.78346 -0.98843 2.02507 0.17 1.51 0.90 -1.01
H -3.77661 0.05543 1.46530 -0.12 0.75 -0.18 0.50
H -2.76739 0.82521 0.37902 -0.85 0.57 0.53 0.52
O -3.05324 0.02047 0.84229 0.93 -1.11 -0.40 -1.02
H 0.28936 2.11263 1.21827 -0.42 0.61 0.47 0.50
H -0.19989 2.92956 2.40538 0.13 -0.38 -0.36 0.50
O -0.42522 2.73173 1.47143 0.75 -0.47 1.71 -1.03
H -3.67185 2.77118 -0.49386 -0.19 -0.46 -0.08 0.50
H -2.21444 2.97089 -0.67039 0.06 -0.49 0.02 0.53
O -2.89867 2.25187 -0.75948 0.14 1.18 0.39 -1.01
H -0.25037 2.71791 -0.45256 -0.07 0.48 -0.40 0.49
H -0.02247 4.20561 -0.30761 -0.17 -0.11 0.01 0.48
O -0.60461 3.57359 -0.74085 0.40 0.08 -1.50 -0.95
H -2.60997 1.45234 -3.64094 0.04 0.07 0.06 0.48
H -2.30469 1.34756 -2.13490 -0.22 0.02 -0.54 0.50
O -2.11648 0.93011 -3.00151 0.19 0.03 -0.02 -0.99
```
Forces are in eV/Å.

Summary:
- E_HOMO: -9.358 eV
- Energy relative to the best compared isomer or geometry (same formula, charge and spin): 129.2 kcal per mole
- Lowest unoccupied orbital energy: 0.0025 Ha
- Max |F|: 3.6 eV/A


> The highest max |F| belongs to which entry?

C5H41NO15